Below is one molecule with the formula C5H6N2OS in a non-equilibrium geometry, with properties calculated with the ωB97M-V functional and the def2-TZVPD basis.

Results
E_HOMO = -8.121 eV
ΔE to the lowest compared entry with this formula, charge and spin = 308.3 kJ/mol
lowest unoccupied orbital energy = -0.72 eV
orbital gap = 7.403 eV
DFT total energy = -776.95060 hartree

Structure (XYZ):
```
15
Properties=species:S:1:pos:R:3:forces:R:3
C -1.24552 -1.12036 -0.76507 0.4 0.3 0.2
C -0.08784 -0.39324 -0.78446 -2.8 -0.6 2.7
C -0.45622 0.18256 1.49158 -1.2 -0.4 0.7
C -3.05062 -1.70069 0.90843 0.4 -1.6 0.1
C 1.58653 1.00354 0.46805 -1.8 2.2 0.7
N -1.94093 -1.14364 0.38430 2.2 2.3 0.8
N 0.30533 0.22590 0.45780 0.2 -0.5 -0.5
O -3.76963 -2.57338 0.44715 0.2 0.8 -0.3
S -0.64044 0.69317 2.99810 -0.1 -0.6 -1.2
H -1.54396 -1.66261 -1.66074 -0.1 0.0 0.1
H 0.60439 -0.50699 -1.49995 2.4 0.1 -2.4
H -3.09597 -1.41546 1.95762 -0.5 0.4 0.4
H 2.40617 0.40480 0.17831 0.7 -0.6 -0.7
H 1.33586 1.87694 -0.16780 0.8 -0.7 -0.2
H 1.83385 1.51275 1.43081 -0.7 -1.1 -0.3
```
Forces are in eV/Å.

The molecule's natural (NBO) atomic charges, reported in e, are given here:
1 C 0.047
2 C -0.179
3 C 0.273
4 C 0.521
5 C -0.402
6 N -0.548
7 N -0.427
8 O -0.591
9 S 0.077
10 H 0.221
11 H 0.208
12 H 0.111
13 H 0.224
14 H 0.225
15 H 0.239